Entry 1:
Here is C35H68N12O3Ti as an isolated structure in a non-equilibrium geometry from the Open Molecules 2025 dataset. Energies are from ωB97M-V with the def2-TZVPD basis set.

Element x y z (Å)
Ti1 0.429 0.271 0.211
O1 -0.836 0.109 -1.478
O2 -0.282 2.378 -5.474
O3 2.515 2.999 -1.994
N1 -0.414 -0.049 2.065
N2 4.005 -0.668 0.159
N3 -4.618 3.215 -0.438
N4 -2.488 2.150 -0.129
N5 0.965 1.347 -1.725
N6 0.218 -2.269 2.454
N7 4.138 -0.136 2.406
N8 0.061 2.504 0.963
N9 -0.754 -0.962 4.281
N10 -4.424 0.961 0.141
N11 2.376 0.702 1.105
N12 1.036 2.693 -3.668
C1 1.231 -2.715 -1.063
C2 0.079 -4.488 -2.316
C3 -4.377 4.513 0.142
C4 0.048 -0.469 5.374
C5 3.456 -0.023 1.220
C6 -0.237 -1.040 2.970
C7 2.429 -3.851 -2.896
C8 -2.838 1.373 -3.559
C9 -1.743 3.235 -0.707
C10 -0.689 -2.964 1.550
C11 1.954 -5.054 -0.757
C12 -0.768 2.403 2.195
C13 -1.814 0.383 -4.097
C14 1.572 2.351 -2.414
C15 -3.765 2.133 -0.163
C16 5.573 -0.308 2.481
C17 4.434 -2.051 0.269
C18 3.417 -0.237 3.654
C19 -1.346 1.018 2.450
C20 -0.358 0.698 -3.751
C21 3.752 -0.221 -1.198
C22 1.422 -4.008 -1.748
C23 0.097 1.995 -4.389
C24 -3.752 -0.317 0.006
C25 -1.822 -1.855 4.671
C26 -0.109 0.744 -2.263
C27 2.211 1.818 2.032
C28 0.539 -0.473 -4.279
C29 1.446 2.910 1.314
C30 -0.447 3.556 0.059
C31 1.042 -1.659 -0.478
C32 -5.850 0.884 0.363
C33 1.997 -0.156 -4.576
C34 0.859 -3.164 3.390
C35 -5.419 3.187 -1.639
H1 4.664 -0.374 -1.782
H2 -2.028 -0.617 -3.714
H3 -4.138 -0.871 -0.858
H4 -3.920 -0.922 0.901
H5 -0.562 4.486 0.635
H6 -0.128 -3.683 0.953
H7 1.559 -2.618 4.021
H8 6.017 -0.133 1.505
H9 -3.843 1.074 -3.864
H10 -0.347 -3.733 -2.978
H11 -3.676 4.421 0.970
H12 0.802 0.221 4.997
H13 -1.875 0.340 -5.185
H14 -1.483 -3.499 2.095
H15 0.478 -1.271 -3.533
H16 0.339 3.748 -0.668
H17 3.499 0.837 -1.194
H18 5.990 0.412 3.190
H19 0.214 -5.415 -2.880
H20 -6.413 3.607 -1.456
H21 1.679 1.520 2.942
H22 1.292 -5.142 0.105
H23 -0.574 0.079 6.092
H24 -1.133 -2.250 0.859
H25 4.574 -2.331 1.309
H26 0.056 -0.842 -5.187
H27 2.537 0.182 -3.692
H28 5.377 -2.193 -0.266
H29 1.423 3.822 1.928
H30 0.151 -3.695 4.046
H31 -6.393 0.553 -0.531
H32 -2.311 4.165 -0.807
H33 5.849 -1.312 2.820
H34 2.362 -0.402 3.442
H35 -2.686 -0.163 -0.127
H36 2.492 -1.062 -4.930
H37 0.562 -1.271 5.928
H38 -2.817 1.406 -2.469
H39 3.182 2.221 2.341
H40 -6.045 0.157 1.154
H41 -0.151 2.704 3.046
H42 -1.469 -2.803 5.103
H43 -3.972 5.239 -0.575
H44 2.101 0.602 -5.354
H45 3.523 0.660 4.274
H46 3.362 -3.412 -2.536
H47 3.667 -2.698 -0.163
H48 -2.662 2.376 -3.953
H49 -1.593 0.949 3.510
H50 1.974 3.130 0.386
H51 1.421 -3.918 2.833
H52 -2.272 0.906 1.884
H53 -2.446 -2.086 3.808
H54 2.934 -0.786 -1.649
H55 -2.457 -1.370 5.422
H56 1.455 3.498 -4.112
H57 -4.953 3.757 -2.454
H58 2.946 -4.777 -0.395
H59 -5.542 2.160 -1.981
H60 -1.591 3.120 2.135
H61 3.794 -1.092 4.224
H62 2.653 -4.825 -3.338
H63 -0.636 -4.672 -1.512
H64 -1.463 2.953 -1.729
H65 -6.242 1.848 0.673
H66 2.027 -6.031 -1.242
H67 2.030 -3.206 -3.680
H68 -5.313 4.927 0.532

Computed properties:
<S²>: 2.025
E_LUMO (spin up / spin down) (eV): 0.52 / 0.52
2S+1: 3
Strongest force on any atom (eV Å⁻¹): 1.26
Orbital gap (spin up / spin down) (eV): 5.183 / 8.254
E_tot (eV): -84537.5468

Mulliken atomic charge list, values in e, 2 entries: atom 1 (Ti): 0.067, atom 2 (O): -0.780

=====

Entry 2:
Here is C35H69AsF6N11O as an isolated structure in a non-equilibrium geometry from the Open Molecules 2025 dataset. Energies are from ωB97M-V with the def2-TZVPD basis set.

Element x y z (Å)
As1 0.887 0.991 -1.018
F1 2.036 2.348 -0.810
F2 0.102 2.047 -2.299
F3 -0.124 -0.463 -1.330
F4 -0.278 1.630 0.177
F5 1.625 0.146 0.401
F6 2.142 0.372 -2.084
O1 1.600 -0.616 -8.298
N1 2.277 3.914 2.860
N2 5.868 1.144 -1.137
N3 -0.812 -2.777 5.288
N4 -0.134 -0.875 4.199
N5 1.409 -3.718 1.305
N6 0.332 4.967 3.338
N7 -0.301 -4.188 -0.029
N8 -7.347 -0.432 1.950
N9 -5.819 -0.224 0.293
N10 -0.545 -0.376 -5.896
N11 5.477 3.378 -1.577
C1 0.751 4.257 4.452
C2 -8.134 -1.010 3.061
C3 0.028 0.193 3.223
C4 -0.569 -1.877 -5.457
C5 0.719 -4.676 1.943
C6 2.033 3.763 4.230
C7 -1.450 -0.032 -7.131
C8 0.533 -1.065 5.378
C9 -1.005 -1.930 4.220
C10 -3.516 -0.944 -0.302
C11 -4.870 -0.618 -0.877
C12 -1.116 0.349 -4.666
C13 4.851 4.591 -2.107
C14 -0.799 5.873 3.172
C15 3.456 3.446 2.214
C16 -6.058 -0.764 1.519
C17 1.211 4.658 2.315
C18 6.008 -0.339 -1.266
C19 -1.267 -4.169 -1.178
C20 0.253 -2.275 6.074
C21 5.076 2.048 -1.882
C22 6.784 1.855 -0.441
C23 4.928 -1.122 -0.497
C24 1.974 -0.831 -6.945
C25 -1.629 -3.951 5.581
C26 -1.963 5.176 2.365
C27 -1.170 1.193 3.273
C28 -7.869 0.487 0.953
C29 2.449 -3.004 1.877
C30 -1.375 -5.382 -2.070
C31 0.847 -3.426 0.087
C32 1.033 0.074 -6.039
C33 -6.862 0.716 0.035
C34 6.520 3.255 -0.642
C35 -0.370 -4.983 1.082
H1 -2.247 -3.972 -0.743
H2 -2.131 0.686 3.194
H3 0.133 4.204 5.336
H4 -8.890 0.835 0.991
H5 -0.511 6.645 2.459
H6 -3.527 -1.739 0.444
H7 -2.691 -1.318 -0.907
H8 -6.991 1.311 -0.857
H9 -0.088 -0.404 2.319
H10 -1.621 4.502 1.579
H11 4.049 4.300 -2.785
H12 -1.853 -5.134 -3.017
H13 0.537 -2.610 7.061
H14 7.483 1.260 0.128
H15 -0.278 -2.437 -6.346
H16 -2.193 0.200 -4.742
H17 4.518 1.721 -2.747
H18 2.684 3.161 4.846
H19 4.359 -1.669 -1.250
H20 -3.340 0.027 0.162
H21 -4.796 0.274 -1.499
H22 3.628 2.415 2.525
H23 -7.539 -1.119 3.967
H24 -1.212 1.030 -7.187
H25 3.351 3.561 1.135
H26 -2.576 -3.579 5.972
H27 3.019 -0.587 -6.756
H28 4.392 5.123 -1.273
H29 -1.816 -2.133 3.537
H30 -1.921 -6.224 -1.645
H31 1.058 -2.644 -0.627
H32 -2.619 5.964 1.996
H33 1.250 -0.337 5.728
H34 7.006 -0.650 -0.957
H35 -8.870 -0.303 3.446
H36 1.406 0.162 -5.019
H37 -0.941 -0.576 -7.927
H38 1.068 5.113 1.346
H39 1.815 -1.897 -6.783
H40 -5.347 -1.428 -1.429
H41 1.026 0.612 3.356
H42 -0.398 -5.804 -2.303
H43 0.976 1.106 -6.387
H44 1.008 -5.092 2.897
H45 -1.061 6.222 4.171
H46 -1.046 -3.377 -1.893
H47 5.548 5.232 -2.647
H48 -1.257 1.651 2.288
H49 -1.993 -4.458 4.688
H50 5.970 -0.777 -2.264
H51 5.323 -1.863 0.199
H52 3.060 -2.543 1.101
H53 2.039 -2.259 2.559
H54 -5.502 -1.596 1.924
H55 0.077 -2.140 -4.619
H56 -2.577 4.469 2.923
H57 6.847 4.199 -0.233
H58 -8.671 -1.892 2.713
H59 4.459 -0.512 0.274
H60 -1.613 -2.182 -5.377
H61 -1.098 -4.679 6.195
H62 -1.165 1.934 4.072
H63 4.320 4.063 2.461
H64 -2.476 -0.313 -6.892
H65 -0.803 0.048 -3.666
H66 3.111 -3.688 2.409
H67 2.266 -0.698 -8.985
H68 -1.276 -5.540 1.272
H69 -0.675 1.337 -4.800

Computed properties:
<S²>: 0.769
E_LUMO (spin up / spin down) (eV): -15.06 / -18.63
Charge: +6
2S+1: 2
Strongest force on any atom (eV Å⁻¹): 4.99
Orbital gap (spin up / spin down) (eV): 6.161 / 2.587
E_tot (eV): -132929.7359

Mulliken atomic charge list, values in e, 2 entries: atom 1 (As): 2.219, atom 2 (F): -0.585

=====

Entry 3:
Here is a 7-piece molecular cluster, C35H69BrN3O19 overall from the Open Molecules 2025 dataset. Energies are from ωB97M-V with the def2-TZVPD basis set.

Element x y z (Å)
Br1 3.463 3.434 -2.544
O1 -2.399 9.848 0.982
O2 4.553 -8.686 2.462
O3 -2.267 7.112 -4.793
O4 -2.207 -1.129 -0.107
O5 4.527 -7.819 0.373
O6 0.503 -6.418 5.977
O7 -3.097 -9.778 -1.209
O8 -2.495 -7.644 -0.822
O9 -1.650 -9.388 0.335
O10 -3.565 -2.516 -1.269
O11 -4.054 8.143 -5.423
O12 -0.867 -5.351 4.663
O13 -0.839 10.628 2.414
O14 -3.917 5.908 -5.746
O15 -0.185 9.829 0.520
O16 2.817 -7.498 1.650
O17 0.621 -4.170 5.872
O18 0.337 4.090 -2.281
O19 -1.789 -3.243 -0.075
N1 3.391 1.336 1.499
N2 -1.036 3.511 -0.493
N3 3.304 1.927 -1.395
C1 -1.531 5.898 -4.642
C2 -0.320 -3.837 2.829
C3 -1.673 -7.876 2.251
C4 -0.829 10.368 -1.776
C5 1.585 -6.419 6.914
C6 -5.378 8.153 -5.993
C7 -4.246 0.159 0.301
C8 0.033 3.305 -1.425
C9 4.458 2.041 0.786
C10 -3.993 -9.314 -2.226
C11 5.902 1.930 -1.371
C12 -3.467 6.955 -5.363
C13 -0.670 4.658 0.361
C14 -1.225 -4.120 4.008
C15 -2.119 -4.591 -0.441
C16 -1.889 10.986 3.322
C17 2.142 -7.710 2.892
C18 4.601 1.550 -0.647
C19 -2.325 3.722 -1.192
C20 -2.997 -0.009 -0.535
C21 -0.852 -8.491 1.134
C22 -2.417 -8.821 -0.589
C23 6.487 3.280 -1.026
C24 -2.619 -2.324 -0.556
C25 0.776 1.985 -1.217
C26 5.818 -8.405 0.116
C27 4.025 -8.062 1.580
C28 7.420 3.456 -0.093
C29 -0.472 9.289 -0.779
C30 -1.255 10.078 1.278
C31 5.698 -9.860 -0.277
C32 -6.420 7.749 -4.975
C33 2.113 2.123 -0.458
C34 2.218 1.091 0.653
C35 0.125 -5.213 5.542
H1 -0.672 -2.967 2.276
H2 2.497 -6.057 6.440
H3 -1.492 4.857 1.051
H4 -1.296 -5.205 -0.093
H5 -1.211 -3.305 4.730
H6 4.292 3.121 0.803
H7 -6.285 6.711 -4.672
H8 -4.924 -0.680 0.154
H9 -0.054 -9.112 1.535
H10 -2.014 5.261 -3.903
H11 0.126 1.336 -0.630
H12 -4.768 1.074 0.019
H13 -2.223 3.661 -2.277
H14 5.400 1.859 1.308
H15 -6.355 8.382 -4.090
H16 -2.252 -4.278 3.681
H17 2.766 -7.414 3.732
H18 -0.938 9.935 -2.770
H19 -2.141 -8.657 2.850
H20 -7.417 7.853 -5.404
H21 -0.045 11.125 -1.807
H22 -1.393 11.302 4.233
H23 -2.770 4.687 -0.938
H24 -2.332 0.847 -0.412
H25 2.221 3.130 -0.046
H26 0.931 1.512 -2.193
H27 -2.221 -4.681 -1.519
H28 6.135 4.142 -1.587
H29 -3.991 0.217 1.360
H30 -5.397 7.504 -6.867
H31 5.310 -10.454 0.549
H32 6.230 -7.810 -0.697
H33 1.349 -5.798 7.775
H34 4.565 0.454 -0.614
H35 0.219 4.433 0.955
H36 -5.524 9.180 -6.320
H37 1.246 -7.096 2.865
H38 6.450 -8.279 0.994
H39 -2.479 11.804 2.913
H40 -3.045 -4.898 0.041
H41 -4.372 -10.208 -2.712
H42 -1.765 10.856 -1.507
H43 1.866 -8.758 3.001
H44 2.246 0.091 0.187
H45 7.848 2.630 0.470
H46 -0.306 -4.692 2.151
H47 0.702 -3.653 3.163
H48 3.068 1.148 -2.012
H49 -1.453 5.365 -5.588
H50 -1.045 -7.272 2.907
H51 -1.262 8.543 -0.696
H52 3.748 0.441 1.810
H53 -2.459 -7.238 1.846
H54 1.295 1.128 1.239
H55 6.625 1.159 -1.079
H56 7.802 4.450 0.116
H57 6.676 -10.252 -0.553
H58 -3.019 2.945 -0.867
H59 -3.468 -8.689 -2.945
H60 -0.496 5.561 -0.238
H61 -4.813 -8.753 -1.782
H62 1.708 -7.453 7.218
H63 -2.534 10.133 3.519
H64 -0.544 6.182 -4.289
H65 -0.406 -7.729 0.495
H66 0.447 8.785 -1.079
H67 5.026 -9.970 -1.129
H68 5.774 1.818 -2.453
H69 -3.238 -0.113 -1.593

Computed properties:
E_LUMO (eV): -4.45
Charge: +1
2S+1: 1
Strongest force on any atom (eV Å⁻¹): 0.50
Orbital gap (eV): 7.598
E_tot (eV): -150822.1458

Mulliken atomic charge list, values in e, 2 entries: atom 1 (Br): 0.152, atom 2 (O): -0.552